An isolated molecule of C5H12O3Si, computed with ωB97M-V/def2-TZVPD.

Computed properties:
- E (a.u.) = -712.9202
- strongest force on any atom (eV/Å) = 6.05
- ΔE to the lowest compared entry with this formula, charge and spin (kJ/mol) = 247.4
- gap between HOMO and LUMO (eV) = 10.18

Geometry as ORCA input:
```
! RIJCOSX wB97M-V def2-TZVPD def2/J DEFGRID3
* xyz 0 1
C 2.0373 0.0359 -0.7872
C 0.6843 -1.8564 -0.1700
C -1.2710 0.9572 -1.4831
C -1.8546 -0.0282 1.2769
C 0.9815 -0.4397 0.0823
O 2.9578 0.7441 -0.5202
O 1.3617 -0.3505 1.6220
O 0.2265 2.2403 0.6543
Si -0.4750 0.8324 0.2228
H 2.0477 -0.2318 -1.8923
H -0.0236 -2.3849 0.4456
H 0.1190 -2.1261 -1.1834
H 1.4758 -2.5471 -0.2792
H -0.9232 0.1753 -2.2211
H -2.2865 0.7338 -1.4482
H -1.3730 1.9649 -1.8497
H -2.6258 0.7107 1.4674
H -2.1391 -0.8253 0.7493
H -1.5562 -0.3401 2.3398
H 1.9094 0.4108 1.5857
H 0.7272 2.3247 1.3881
*
```

Quick look at the Löwdin charges, all values in e:
1 C -0.2891
2 C -0.0831
3 C -0.1409
4 C -0.1322
5 C -0.4567
6 O 0.0761
7 O -0.0574
8 O -0.0614
9 Si 0.5322
10 H 0.1544
11 H 0.0749
12 H 0.1345
13 H 0.0676
14 H 0.0607
15 H -0.0062
16 H 0.0293
17 H 0.0270
18 H -0.0316
19 H 0.0690
20 H 0.0283
21 H 0.0044


A structure of composition C5H12O3Zn, computed with ωB97M-V/def2-TZVPD.

Computed properties:
- E (a.u.) = -2202.6775
- strongest force on any atom (eV/Å) = 2.36
- ΔE to the lowest compared entry with this formula, charge and spin (kJ/mol) = 23.1
- gap between HOMO and LUMO (eV) = 8.99

Geometry as ORCA input:
```
! RIJCOSX wB97M-V def2-TZVPD def2/J DEFGRID3
* xyz 0 1
O -1.3246 2.0893 0.5211
C -2.3352 1.1611 0.6837
C -1.8739 -0.2751 0.4623
O -1.3206 -0.3489 -0.8455
C -0.2694 -1.2013 -1.2240
C 0.9398 -1.2313 -0.3137
O 1.4185 0.0974 -0.1326
C 2.6321 0.1870 0.5995
H -3.1685 1.3559 -0.0248
H -2.7697 1.1978 1.7037
H -2.7177 -0.9788 0.5094
H -1.1303 -0.5416 1.2309
H 0.0388 -0.8308 -2.2133
H -0.6670 -2.2211 -1.3170
H 1.7325 -1.8355 -0.7801
H 0.7041 -1.6629 0.6712
H 2.7947 1.2469 0.8251
H 2.5572 -0.3930 1.5302
H 3.4600 -0.1969 -0.0131
H 1.1174 2.7390 -1.3605
Zn 0.1820 1.6427 -0.5127
*
```

Quick look at the Löwdin charges, all values in e:
1 O -0.3720
2 C -0.3624
3 C -0.1994
4 O -0.1821
5 C -0.1898
6 C -0.1824
7 O -0.3574
8 C -0.0639
9 H 0.1160
10 H 0.1152
11 H 0.1278
12 H 0.1203
13 H 0.1395
14 H 0.1361
15 H 0.1410
16 H 0.1302
17 H 0.0930
18 H 0.1022
19 H 0.1029
20 H -0.0682
21 Zn 0.6534


Number 1: E_LUMO 0.540 eV. Number 2: E_LUMO 0.480 eV.